a:
The ion C3H8N3O with charge +1. Source: the Open Molecules 2025 dataset; level of theory: ωB97M-V/def2-TZVPD.

As for the multiplicity: 1. The LUMO energy (spin up / spin down) comes out at -4.55 / -4.55 eV. Its frontier orbital gap (spin up / spin down) is 8.76 / 8.76 eV. As for the total charge: +1. The SMILES is O=N[C@@H]1C[NH2+]CN1.

```
15
Properties=species:S:1:pos:R:3:nbo_charge:R:1
O 3.0701 -0.6618 -0.2799 -0.180
N 2.0072 -0.0579 -0.0339 0.074
N -0.5754 1.0600 0.4846 -0.519
N -0.0790 -1.2390 0.2631 -0.636
C -0.0994 0.7806 -0.8220 -0.274
C 0.7317 -0.5106 -0.6503 -0.003
C -0.9509 -0.2935 1.0135 -0.068
H -1.9284 -0.4640 0.6306 0.200
H -1.1000 -0.5094 2.1116 0.259
H -1.0229 0.5115 -1.5145 0.246
H 0.3026 1.3051 1.0054 0.459
H -0.3714 -2.1884 0.2211 0.439
H -1.3010 1.7839 0.6584 0.473
H 0.3671 1.5531 -1.4286 0.275
H 0.9497 -1.0696 -1.6590 0.255
```



b:
A cluster of 2 separate species, C3H8N3O in total. Source: the Open Molecules 2025 dataset; level of theory: ωB97M-V/def2-TZVPD.

As for the multiplicity: 1. The LUMO energy comes out at -4.01 eV. Its frontier orbital gap is 7.55 eV. As for the total charge: +1.

```
15
Properties=species:S:1:pos:R:3:nbo_charge:R:1
O -0.2455 0.5294 1.2415 -0.579
N 2.3517 -0.7880 0.8964 -0.652
N -2.8715 0.0918 -1.1114 -0.822
N 1.6996 0.9142 -0.5018 -0.698
C 2.1937 -0.3371 -0.2817 0.411
C -1.2847 0.1854 0.7440 0.616
C -2.3847 -0.1661 0.2218 -0.291
H 2.7840 -0.7938 -1.0171 0.232
H -2.4677 0.9237 -1.4424 0.381
H 1.8640 -0.3965 1.6650 0.433
H 1.3546 1.4626 0.2252 0.424
H -3.8667 -0.1806 -1.2414 0.418
H -3.0507 -0.8685 0.8412 0.281
H 1.2730 1.1223 -1.3324 0.414
H 2.6511 -1.6989 1.0932 0.431
```



Of them, the most stable is b and the least stable is a.



a:
The ion C3H8N3O with charge +1. Source: the Open Molecules 2025 dataset; level of theory: ωB97M-V/def2-TZVPD.

As for the multiplicity: 1. The LUMO energy comes out at -3.37 eV. Its frontier orbital gap is 10.84 eV. As for the total charge: +1. The SMILES is C=N[C@H]([NH3+])C(N)=O.

```
15
Properties=species:S:1:pos:R:3:nbo_charge:R:1
O -2.2030 0.5253 0.2388 -0.575
N -0.1975 1.7965 0.0413 -0.717
N -1.4491 -1.7131 0.0089 -0.783
N 1.1310 -0.1169 0.6360 -0.456
C 2.1195 -0.6700 0.1519 0.016
C 0.1931 0.4108 -0.2322 -0.015
C -1.4388 -0.3698 0.0811 0.729
H 2.8458 -1.2161 0.7883 0.215
H -0.5913 -2.1265 -0.2705 0.424
H 0.3783 1.9762 0.8252 0.444
H 2.3074 -0.4975 -0.8540 0.150
H 0.4633 0.1868 -1.2548 0.192
H -1.2271 1.6956 0.4359 0.475
H -2.3143 -2.2273 0.2040 0.445
H -0.0171 2.3461 -0.8001 0.454
```



b:
The ion C3H8N3O with charge +1. Source: the Open Molecules 2025 dataset; level of theory: ωB97M-V/def2-TZVPD.

As for the multiplicity: 1. The LUMO energy (spin up / spin down) comes out at -4.26 / -4.26 eV. Its frontier orbital gap (spin up / spin down) is 8.94 / 8.94 eV. As for the total charge: +1. The SMILES is [NH2+]=C/[NH+]=C\NC[O-].

```
15
Properties=species:S:1:pos:R:3:nbo_charge:R:1
O -0.0229 1.0946 0.9489 -0.683
N -0.5049 -0.2800 -1.0589 -0.555
N -2.3128 -0.5843 0.4572 -0.741
N 1.6978 0.1474 -0.3584 -0.509
C 0.8117 -0.0193 -1.2745 0.386
C 1.2380 0.7045 0.9129 0.064
C -0.9707 -0.6211 0.2648 0.415
H 1.1881 -0.1481 -2.3082 0.242
H 1.4373 -0.1351 1.6742 0.153
H -2.7946 -0.2274 -0.4342 0.409
H 1.8962 1.6925 1.1220 0.225
H -1.2398 -0.2471 -1.7125 0.433
H -0.3111 -1.0984 0.9595 0.237
H -2.8125 -0.6826 1.3375 0.461
H 2.7002 0.4043 -0.5303 0.461
```



Of them, the most stable is a and the least stable is b.



a:
A structure of composition C3H13NO4. Source: the Open Molecules 2025 dataset; level of theory: ωB97M-V/def2-TZVPD.

As for the multiplicity: 1. The LUMO energy comes out at -4.58 eV. Its frontier orbital gap is 4.65 eV.

```
21
Properties=species:S:1:pos:R:3:nbo_charge:R:1
O -0.1184 0.6737 -2.1246 -0.594
O -0.9940 -0.3605 2.7292 -1.101
O 2.4412 0.8979 -1.7848 -0.971
O -1.5233 -1.7230 0.8455 -0.934
N -0.8181 0.5164 0.0676 -0.082
C -0.9057 0.0358 -1.3100 0.032
C 0.4477 0.7237 0.6754 -0.298
C 1.3131 -0.5398 0.6858 -0.615
H -1.6968 -0.3698 3.3903 0.450
H 2.1723 -0.2894 1.3109 0.236
H -1.2943 -1.2045 1.8277 0.485
H 2.5885 1.4705 -2.5550 0.469
H 0.9624 1.4333 -0.0048 0.311
H -1.5338 1.1450 0.4084 0.429
H -0.6584 -1.0439 -1.2087 0.251
H -1.9653 0.0907 -1.6131 0.214
H 1.6722 -0.7730 -0.3080 0.234
H 1.4618 0.7458 -1.8690 0.479
H 0.2945 1.1671 1.6508 0.279
H -2.3278 -2.2624 0.9046 0.466
H 0.8147 -1.3270 1.2348 0.261
```



b:
A cluster of 4 separate species, C3H13NO4 in total. Source: the Open Molecules 2025 dataset; level of theory: ωB97M-V/def2-TZVPD.

As for the multiplicity: 1. The LUMO energy comes out at 0.60 eV. Its frontier orbital gap is 11.32 eV. The SMILES is CCC(N)=O.O.O.O.

```
21
Properties=species:S:1:pos:R:3:nbo_charge:R:1
O -3.7655 0.9281 -0.8025 -0.975
O 1.8903 -2.7344 1.2824 -0.970
O -0.4058 -1.3051 2.1560 -0.965
O -1.1401 0.3208 -0.1627 -0.674
N -0.4793 -0.2641 -2.2361 -0.804
C 1.1726 0.6933 -0.7523 -0.519
C 1.3158 1.5539 0.5102 -0.614
C -0.2573 0.2335 -1.0049 0.701
H -2.8428 0.6269 -0.7413 0.487
H -3.9496 1.4259 -0.0039 0.467
H 0.4900 1.4358 1.1955 0.221
H -0.0381 -0.5080 1.7679 0.489
H 1.3390 2.6116 0.2382 0.215
H 1.0082 -2.5661 1.6620 0.492
H 1.5456 1.2583 -1.6040 0.221
H -1.1406 -1.6430 1.6257 0.490
H 2.4866 -2.5377 2.0133 0.463
H -1.4141 -0.4890 -2.5336 0.406
H 0.1782 -0.1518 -2.9938 0.399
H 1.7580 -0.2280 -0.6482 0.252
H 2.2489 1.3390 1.0322 0.217
```



c:
A cluster of 3 separate species, C3H13NO4 in total. Source: the Open Molecules 2025 dataset; level of theory: ωB97M-V/def2-TZVPD.

As for the multiplicity: 1. The LUMO energy comes out at 0.54 eV. Its frontier orbital gap is 9.91 eV. The SMILES is OCCNCO.O.O.

```
21
Properties=species:S:1:pos:R:3:nbo_charge:R:1
O -1.6733 -0.3142 1.9163 -0.994
O 2.4005 -1.1240 -0.8896 -0.689
O -1.6930 1.5194 0.0413 -0.754
O -1.5551 -1.3535 -1.0306 -0.972
N 0.8706 0.0069 0.5130 -0.664
C 0.5801 0.7657 -0.6355 -0.277
C -0.3361 1.9554 -0.4094 -0.072
C 1.5061 -1.2912 0.1694 0.070
H 1.6486 -1.7764 1.0625 0.169
H -2.3009 -1.9112 -0.8976 0.475
H -1.2925 -1.2308 -0.0675 0.500
H -1.2489 0.4556 1.4265 0.508
H 0.6290 -1.9739 -0.2908 0.164
H -0.0122 0.1754 -1.3253 0.225
H 0.1085 2.7186 0.2282 0.183
H -1.1415 -0.6039 2.6267 0.462
H 1.4400 1.0966 -1.2164 0.184
H -0.6039 2.4068 -1.4157 0.181
H 3.1502 -0.6036 -0.4339 0.455
H -1.9399 0.7614 -0.5698 0.492
H 1.4637 0.3211 1.1982 0.355
```



d:
A cluster of 4 separate species, C3H13NO4 in total. Source: the Open Molecules 2025 dataset; level of theory: ωB97M-V/def2-TZVPD.

As for the multiplicity: 1. The LUMO energy comes out at 0.40 eV. Its frontier orbital gap is 9.48 eV. The SMILES is CNCC=O.O.O.O.

```
21
Properties=species:S:1:pos:R:3:nbo_charge:R:1
O -1.9332 1.6804 -3.5922 -0.933
O 0.3846 -1.8586 -2.1728 -0.510
O 2.0857 1.6748 -0.7525 -0.900
O -1.8386 2.1534 0.9634 -0.911
N 0.9161 -0.8990 1.2784 -0.653
C 0.6767 -1.6608 2.5277 -0.432
C 0.1743 -1.7215 0.1625 -0.332
C 0.6251 -1.2237 -1.1872 0.381
H -2.7728 1.9570 -3.7658 0.461
H 1.1645 1.5730 -0.4682 0.454
H 2.2513 1.4599 0.1270 0.453
H 1.3741 -2.5427 2.6131 0.183
H -0.2950 -2.0756 2.8293 0.183
H 1.1410 -0.9727 3.2071 0.200
H -1.9576 2.5975 0.1881 0.457
H -1.0058 -1.6360 0.2957 0.208
H 0.8811 0.0371 1.4799 0.364
H -2.4108 2.6752 1.4139 0.455
H -1.3322 2.1855 -4.1855 0.473
H 0.3224 -2.8370 0.3648 0.241
H 1.5490 -0.5662 -1.3267 0.158
```



Of them, the most stable is b and the least stable is a.



a:
A cluster of 5 separate species, C3H13NO4 in total. Source: the Open Molecules 2025 dataset; level of theory: ωB97M-V/def2-TZVPD.

As for the multiplicity: 1. The LUMO energy comes out at 0.47 eV. Its frontier orbital gap is 10.55 eV. The SMILES is C=CN=C.O.O.O.O.

```
21
Properties=species:S:1:pos:R:3:nbo_charge:R:1
O -1.9607 -0.3511 1.7415 -0.969
O 1.4555 0.0699 2.7405 -1.001
O 0.2908 -2.8793 -0.9739 -0.949
O 0.2102 -1.9119 1.5499 -0.950
N -0.6884 1.0578 -0.9788 -0.441
C -1.4397 1.9617 -1.4640 -0.028
C 0.7110 1.2824 -1.0527 -0.041
C 1.2828 1.1757 -2.2010 -0.442
H -0.1938 -2.5698 2.0781 0.477
H 1.1635 -0.6545 2.1651 0.500
H 2.4338 0.2511 2.6880 0.470
H -1.8912 0.1505 0.8540 0.496
H -0.3404 -2.4778 -0.3504 0.476
H 1.1875 1.3764 -0.0949 0.222
H -2.4852 2.0999 -1.2037 0.177
H 0.6522 1.0878 -3.0459 0.189
H -1.7072 0.4071 2.3664 0.492
H -0.5659 -1.4049 1.3788 0.488
H 2.3249 0.8788 -2.3808 0.217
H -1.0455 2.6386 -2.2422 0.152
H 0.6058 -2.1885 -1.5739 0.466
```



b:
A cluster of 3 separate species, C3H13NO4 in total. Source: the Open Molecules 2025 dataset; level of theory: ωB97M-V/def2-TZVPD.

As for the multiplicity: 1. The LUMO energy comes out at 0.48 eV. Its frontier orbital gap is 9.89 eV. The SMILES is NC(CO)CO.O.O.

```
21
Properties=species:S:1:pos:R:3:nbo_charge:R:1
O 0.6041 1.9604 1.7238 -0.723
O -1.4079 -2.5532 -0.2498 -0.970
O 0.5849 -0.8773 -1.3480 -0.752
O 0.4753 -3.5237 1.7368 -0.962
N -0.5214 1.6284 -1.8066 -0.844
C 0.1343 2.3881 0.4375 -0.064
C 0.8860 0.1559 -0.3932 -0.084
C -0.2518 1.1985 -0.4566 -0.091
H -0.7298 3.0293 0.5847 0.173
H 0.2884 1.5361 -2.3948 0.367
H 0.9173 2.9596 -0.0716 0.178
H 0.4731 -3.3496 2.6824 0.462
H -0.7112 -2.0254 -0.6811 0.500
H -0.3783 -3.2316 1.3823 0.489
H -1.1208 0.7062 0.0051 0.172
H -1.8941 -1.9517 0.3205 0.460
H 0.9607 -0.3011 0.5965 0.195
H -0.1904 1.7969 2.2537 0.464
H 1.8488 0.6438 -0.6037 0.166
H -1.3372 1.2251 -2.2254 0.378
H 1.3700 -1.4148 -1.4925 0.486
```



Of them, the most stable is b and the least stable is a.